[1]
Density functional theory data (the ωB97M-V functional and the def2-TZVPD basis) for one molecule with the formula C3H4O2S at a distorted geometry.

Geometry as XYZ:
```
10
C3H4O2S | the OMol25 dataset | the ωB97M-V functional and the def2-TZVPD basis
C -1.4389 -0.5982 -0.1758
C -0.5474 0.5805 -0.0904
C 1.6567 -0.0386 0.0824
H -0.8729 -1.5570 -0.1168
H -0.2956 0.7638 0.9480
H -1.0262 1.4368 -0.5683
H 1.3066 0.2990 1.0877
O -2.6648 -0.6112 -0.1827
O 0.6856 0.1738 -0.7780
S 3.1970 -0.4489 -0.2060
```

## Properties
LUMO: -0.18 eV
HOMO energy: -9.239 eV
Energy above the lowest of the compared OMol25 structures with the same formula, charge and spin: 181.3 kJ/mol
Net charge: 0

Atom charges from the Mulliken analysis, given in e for atoms 1 to 8: atom 1 (C): 0.057, atom 2 (C): -0.206, atom 3 (C): 0.087, atom 4 (H): 0.305, atom 5 (H): 0.292, atom 6 (H): 0.262, atom 7 (H): 0.173, atom 8 (O): -0.463

***

[2]
Density functional theory data (the ωB97M-V functional and the def2-TZVPD basis) for one molecule with the formula C6H9ClOS3 at a distorted geometry.

Geometry as XYZ:
```
20
C6H9ClOS3 | the OMol25 dataset | the ωB97M-V functional and the def2-TZVPD basis
C -2.2787 0.9067 -0.1752
C -1.1208 0.3345 0.1221
C -3.4287 -0.0239 -0.2310
C 1.7223 -0.5069 -1.1108
C 2.8107 0.6402 0.7260
C 1.5124 -0.1366 0.3410
O -1.0549 -1.6958 1.6003
S -2.8721 -1.6646 -0.9013
S 0.2967 1.2080 0.4340
S -0.9490 -1.4701 0.1967
Cl -2.6207 2.5884 -0.2154
H -3.7987 -0.1598 0.7806
H -4.2560 0.2822 -0.8431
H 2.3246 0.1137 -1.6676
H 2.1963 -1.4839 -1.2637
H 0.8297 -0.4429 -1.5653
H 3.1793 1.4550 0.0859
H 3.6275 -0.1363 0.9613
H 2.7775 1.0421 1.7825
H 1.1025 -0.8500 0.9432
```

## Properties
LUMO: 0.23 eV
HOMO energy: -8.485 eV
Energy above the lowest of the compared OMol25 structures with the same formula, charge and spin: 17.3 kJ/mol
Net charge: 0

Atom charges from the Mulliken analysis, given in e for atoms 1 to 8: atom 1 (C): 0.315, atom 2 (C): 0.138, atom 3 (C): -0.804, atom 4 (C): -1.384, atom 5 (C): -1.405, atom 6 (C): 0.001, atom 7 (O): -0.527, atom 8 (S): -0.177

***

[3]
Density functional theory data (the ωB97M-V functional and the def2-TZVPD basis) for a 2-piece molecular cluster, C13H32ClN3O7P2S overall at a distorted geometry.

Geometry as XYZ:
```
59
C13H32ClN3O7P2S | the OMol25 dataset | the ωB97M-V functional and the def2-TZVPD basis
C 7.5024 -1.4450 1.2708
C 6.7310 -1.5854 -0.0574
C 6.1237 -0.2503 -0.5501
N 4.6857 -0.1072 -0.3959
C 4.1651 -0.2811 0.9203
O 2.8148 -0.6864 0.7643
P 1.8253 -0.3213 2.1085
Cl 0.6779 0.1313 3.9017
C 0.3868 -1.2751 1.3663
C -0.6254 -0.2949 0.7940
C -1.9696 -0.9852 0.4487
S -3.4093 -0.0602 1.0770
O 2.4982 -1.8318 2.8360
C 1.8674 -2.5015 3.7193
N 1.2875 -3.2449 4.3927
O 3.1136 0.5957 2.8146
C 4.0934 0.9371 1.8562
P 3.9663 2.6236 1.1584
O 4.8508 2.8663 0.0158
O 4.3063 3.5576 2.4088
O 2.4474 3.0046 0.8418
H 6.8582 -1.5948 2.1381
H 7.9517 -0.4546 1.3672
H 8.3172 -2.1675 1.3419
H 7.4193 -1.9967 -0.7958
H 5.9348 -2.3107 0.1197
H 6.3275 -0.1628 -1.6181
H 6.6128 0.5882 -0.0519
H 4.1631 -0.6813 -1.0405
H 4.6287 -1.0660 1.5414
H 1.3580 0.8780 1.5148
H 0.7210 -1.9747 0.5970
H -0.1372 -1.8656 2.1218
H -0.2515 0.2196 -0.0909
H -0.8256 0.4458 1.5706
H -2.0733 -1.0444 -0.6334
H -1.9945 -1.9835 0.8764
H -2.8402 1.0938 1.4415
H 5.0168 1.0021 2.4504
H 4.1248 3.1043 3.2450
H 2.2368 2.7433 -0.0633
C -7.5489 1.7492 -2.0231
C -6.1708 1.1107 -1.9546
C -5.6761 0.5183 -3.2734
O -6.3562 -0.6878 -3.5577
C -7.4539 -0.5991 -4.4694
N -6.2152 -0.0410 -0.9916
H -8.3347 1.0070 -2.1724
H -7.7738 2.2916 -1.1037
H -7.5917 2.4603 -2.8456
H -5.4472 1.8247 -1.5619
H -4.6178 0.2624 -3.1724
H -5.7644 1.2436 -4.0833
H -7.3194 0.2258 -5.1700
H -8.3984 -0.4738 -3.9361
H -7.4913 -1.5334 -5.0242
H -6.7260 0.1689 -0.1351
H -5.2691 -0.3398 -0.7336
H -6.6620 -0.8297 -1.4763
```

## Properties
LUMO: -1.32 eV
HOMO energy: -7.506 eV
Net charge: 0

Atom charges from the Mulliken analysis, given in e for atoms 1 to 8: atom 1 (C): -1.084, atom 2 (C): -0.362, atom 3 (C): -0.794, atom 4 (N): -0.166, atom 5 (C): 0.140, atom 6 (O): -0.674, atom 7 (P): 0.722, atom 8 (Cl): -0.355